Entry 1:
Molecular formula: C29H57AsCl4F15LiN10O4PSi2
Method: DFT, wB97M-V/def2-TZVPD

Geometry as XYZ:
```
124
C29H57AsCl4F15LiN10O4PSi2 | the Open Molecules 2025 dataset | wB97M-V/def2-TZVPD
H -0.642 -2.599 -3.009
H -4.619 5.260 1.118
H -3.520 -1.396 0.733
F 2.122 -1.395 -0.334
H -6.162 4.200 -0.492
C -1.026 -2.876 -2.027
F 0.828 2.761 -5.415
C -4.225 4.719 0.267
H -8.798 0.837 4.544
H 0.628 -0.393 -2.861
H 12.733 2.779 3.703
C -2.855 4.614 0.076
C -5.630 -2.675 -2.031
O -6.658 -0.669 4.173
F 4.262 -1.227 -1.558
H -7.069 -1.117 6.157
O 9.759 0.532 -1.524
H -1.461 0.724 -0.340
N 8.643 -2.596 2.506
C -8.312 2.883 6.064
H 7.301 -2.202 -1.425
C 11.762 2.313 3.548
F 10.657 -3.689 2.157
N 8.110 -0.572 -0.282
F 1.777 0.653 -6.982
N -6.121 -1.926 1.392
C -5.093 4.127 -0.634
Cl 9.576 1.121 4.639
H -7.335 1.154 7.865
O -7.580 -3.433 0.562
C 11.241 1.728 4.833
C -3.793 -2.984 -4.432
H -9.010 2.632 6.859
P 11.005 -2.510 -0.575
C -6.637 1.437 7.081
C 1.516 1.347 -3.630
F 3.684 -3.314 -0.388
H 11.860 0.903 5.176
H -0.406 0.299 -1.701
H -8.346 -1.522 5.008
F 3.376 -2.066 1.706
H 10.278 -2.441 -1.784
H -2.168 5.069 0.777
H 9.805 2.284 0.278
H -5.977 0.205 -3.447
C -8.276 0.538 5.453
C 7.459 -1.127 -1.489
H -8.243 -0.767 2.158
H -0.150 -0.453 -0.123
C 9.152 1.468 0.577
F 3.948 0.019 0.535
N 7.949 -1.743 1.814
H 11.078 3.054 3.142
H -3.032 -2.528 -5.066
H -3.354 -3.854 -3.940
C 8.568 -1.483 0.653
C 0.436 0.253 -3.716
H -6.515 -3.020 -2.572
H -6.050 3.079 4.961
Cl 11.984 1.043 2.305
H 8.163 1.843 0.842
F 0.198 -0.037 -8.330
C -0.150 -0.377 -6.028
C -7.387 -2.404 1.166
H 6.461 -0.694 -1.589
C 1.136 2.749 -4.104
H -4.601 -3.342 -5.079
H -9.346 -1.936 1.509
Cl -5.749 2.697 -2.798
C -5.506 -0.495 -4.141
N 9.675 -2.896 1.782
C -6.444 2.090 4.734
F 1.814 1.489 -2.309
H -5.967 -2.023 -1.224
H -5.635 1.371 4.701
H -8.849 3.095 5.144
C -2.365 3.925 -1.018
H -6.100 2.339 7.363
As 3.772 -1.649 0.078
H -2.045 -2.323 1.061
H 7.987 -0.893 -2.419
H -5.930 0.635 6.893
H -3.372 -3.081 0.174
F -0.933 0.713 -5.983
F 5.491 -1.862 0.426
H -0.170 -3.081 -1.375
C 0.859 -0.313 -7.182
H -6.263 -1.536 4.011
C -4.605 3.429 -1.732
N 9.724 -2.247 0.598
H 1.367 -1.274 -7.276
H -4.880 0.063 -4.841
C -0.914 -0.094 -0.817
O 0.476 -0.638 -4.831
H -0.565 0.657 -3.567
N -7.403 1.717 5.831
H 9.583 0.990 1.463
H -6.298 -0.991 -4.712
H -6.979 2.108 3.790
C -7.574 -0.783 5.245
N -8.406 -1.624 1.667
H -1.592 -3.804 -2.136
F 2.648 0.943 -4.256
H -1.299 3.840 -1.174
C 9.057 0.478 -0.523
N 12.260 -1.620 -0.499
H -5.357 -2.464 1.014
H -9.000 0.427 6.259
H 11.238 -3.881 -0.395
H -5.157 -3.555 -1.589
Li 9.547 -0.283 -3.403
C -2.833 -2.141 0.323
Si -4.465 -1.737 -3.183
H 11.222 2.498 5.602
H 12.235 -0.928 0.244
Cl -2.549 2.509 -3.275
C -3.233 3.334 -1.928
H 0.288 3.135 -3.534
H -7.710 3.740 6.353
F -0.950 -1.428 -6.311
N -3.239 -0.882 -2.372
Si -2.083 -1.491 -1.296
F 2.188 3.596 -3.945
H -5.922 -1.063 1.859
```

Computed properties:
E, eV: -231018.5450
HOMO energy, eV: -6.24
Total charge: +1

=====

Entry 2:
Molecular formula: C4H13NO2
Method: DFT, wB97M-V/def2-TZVPD

Geometry as XYZ:
```
20
C4H13NO2 | the Open Molecules 2025 dataset | wB97M-V/def2-TZVPD
N -0.920 0.164 0.075
C 0.762 1.968 -0.745
H -6.115 -1.220 -0.317
H 1.489 2.613 -0.179
O -6.773 -0.544 0.088
H 4.325 -3.966 0.332
H 0.718 -0.476 0.969
H 1.621 0.220 -1.834
H -1.530 2.342 -0.461
H -0.569 2.314 0.977
C -0.573 1.743 -0.037
O 5.052 -3.457 0.610
H -1.273 0.137 0.997
C 0.449 -0.289 0.018
H -6.382 -0.371 1.051
H 2.321 0.600 -0.272
C 1.388 0.578 -0.845
H 0.475 -1.341 -0.272
H 4.987 -3.398 1.561
H 0.549 2.385 -1.715
```

Computed properties:
E, eV: -9941.6758
HOMO energy, eV: -9.02
Total charge: 0
SMILES string: C1CCNC1.O.O
Energy relative to the best compared isomer or geometry (same formula, charge and spin), kcal per mole: 58.13

=====

Entry 3:
Molecular formula: C2H6N3O
Method: DFT, wB97M-V/def2-TZVPD

Geometry as XYZ:
```
12
C2H6N3O | the Open Molecules 2025 dataset | wB97M-V/def2-TZVPD
H -0.582 0.753 2.603
H 2.469 -0.487 0.710
H -1.769 1.935 0.881
N 1.520 -0.229 0.398
C 1.029 -0.720 -0.603
H 1.489 -1.525 -1.209
H -0.960 -1.383 -1.258
O -1.074 0.615 -0.489
N -0.532 0.477 1.621
N -1.202 0.995 0.741
C -0.322 -0.476 -1.166
H -0.066 0.046 -2.229
```

Computed properties:
E, eV: -8676.7003
HOMO energy, eV: -13.93
Total charge: +1
SMILES string: [H]/N=C/CO/[NH+]=N/[H]
Energy relative to the best compared isomer or geometry (same formula, charge and spin), kcal per mole: 150.28

=====

Entry 4:
Molecular formula: C3H8OS
Method: DFT, wB97M-V/def2-TZVPD

Geometry as XYZ:
```
13
C3H8OS | the Open Molecules 2025 dataset | wB97M-V/def2-TZVPD
H -1.084 0.939 1.119
C 0.044 -0.388 -0.609
H 0.489 -0.703 2.626
O -1.826 0.555 -0.999
S 1.725 0.085 1.850
H 1.423 -1.854 -0.329
H 0.225 -0.328 -1.863
C 1.415 -0.743 0.082
H -0.850 -1.246 -0.442
H 2.034 0.166 -0.371
H -2.730 0.445 -0.537
C -0.701 0.906 -0.227
H -0.163 2.168 -0.301
```

Computed properties:
E, eV: -16117.5470
HOMO energy, eV: -9.18
Total charge: 0
Energy relative to the best compared isomer or geometry (same formula, charge and spin), kcal per mole: 131.22

=====

Number 1: frontier orbital gap 1.109 eV. Number 2: frontier orbital gap 9.703 eV. Number 3: frontier orbital gap 8.508 eV. Number 4: frontier orbital gap 9.646 eV.